Arrangement w

{"formula": "C5H12NO6PS", "method": "ωB97M-V with the def2-TZVPD basis set", "lumo_ev": [5.707, 5.707], "charge": -2, "spin_multiplicity": 1, "homo_energy_ev": [-0.5, -0.5], "elements": ["C", "C", "C", "C", "C", "N", "O", "O", "O", "O", "O", "O", "P", "S", "H", "H", "H", "H", "H", "H", "H", "H", "H", "H", "H", "H"], "positions_angstrom": [[2.404, 1.017, -0.780], [2.650, -0.416, -0.462], [1.524, -1.075, 0.526], [0.070, -1.074, 0.023], [-0.714, -0.025, 0.648], [-1.206, -0.385, 1.915], [-0.070, 2.496, 0.297], [-1.508, 1.574, -1.618], [-2.111, -1.449, -1.742], [-2.495, 2.031, 0.702], [-2.863, -2.024, 0.620], [-4.079, -0.281, -0.680], [-1.419, 1.445, -0.155], [-2.731, -0.898, -0.491], [1.373, 1.259, -0.959], [2.951, 1.377, -1.719], [2.686, 1.615, 0.049], [3.683, -0.489, 0.059], [2.761, -1.165, -1.192], [1.915, -2.098, 0.602], [1.547, -0.366, 1.353], [-0.385, -2.108, 0.350], [0.114, -1.121, -1.127], [-1.600, -1.395, 1.637], [-0.509, 3.316, 0.070], [-1.988, 0.240, 2.075]], "nbo_charge": [-0.63, -0.38, -0.39, -0.53, -0.15, -0.87, -1.06, -1.14, -1.04, -1.19, -1.06, -0.99, 2.26, 2.00, 0.27, 0.17, 0.20, 0.15, 0.18, 0.19, 0.20, 0.24, 0.28, 0.43, 0.46, 0.40]}

Arrangement x

{"formula": "C5H12NO6PS", "method": "ωB97M-V with the def2-TZVPD basis set", "lumo_ev": 5.555, "charge": -2, "smiles": "CCCC[C@@](N)([P@@](=O)([O-])O)S(=O)(=O)[O-]", "spin_multiplicity": 1, "homo_energy_ev": -0.8, "elements": ["C", "C", "C", "C", "C", "N", "O", "O", "O", "O", "O", "O", "P", "S", "H", "H", "H", "H", "H", "H", "H", "H", "H", "H", "H", "H"], "positions_angstrom": [[1.295, 0.973, -1.872], [1.360, -0.305, -1.025], [0.454, -0.250, 0.153], [-1.024, -0.626, -0.203], [-2.013, 0.021, 0.747], [-2.269, -0.407, 1.996], [-0.949, 2.519, 0.824], [-2.269, 2.117, -1.233], [-3.273, -1.431, -1.607], [-3.500, 2.376, 1.091], [-3.892, -1.936, 0.591], [-5.025, -0.202, -0.569], [-2.387, 1.786, 0.245], [-3.746, -0.858, -0.404], [0.303, 1.209, -2.282], [2.025, 0.940, -2.821], [1.811, 1.666, -1.314], [2.381, -0.568, -0.804], [1.047, -1.152, -1.658], [0.734, -0.870, 1.086], [0.612, 0.792, 0.537], [-1.346, -1.645, -0.182], [-1.374, -0.311, -1.207], [-2.894, -1.312, 1.773], [-0.288, 2.289, 0.183], [-2.910, 0.289, 2.378]], "nbo_charge": [-0.60, -0.40, -0.41, -0.52, -0.22, -0.91, -1.04, -1.18, -1.06, -1.17, -1.09, -1.02, 2.29, 2.20, 0.26, 0.16, 0.19, 0.18, 0.19, 0.20, 0.20, 0.23, 0.28, 0.43, 0.46, 0.39]}

Bottom line: arrangement x, by a margin of 119.0 kJ/mol.

Arrangement w

{"formula": "C2H11NO5", "method": "ωB97M-V with the def2-TZVPD basis set", "lumo_ev": 0.619, "charge": 0, "smiles": "O=CNCO.O.O.O", "spin_multiplicity": 1, "homo_energy_ev": -10.7, "elements": ["O", "C", "N", "C", "O", "H", "H", "H", "H", "H", "H", "H", "O", "H", "H", "O", "H", "H", "O"], "positions_angstrom": [[0.836, -1.420, -0.341], [-0.237, -0.818, -0.184], [-0.942, -0.296, -1.211], [-0.702, -0.790, -2.554], [-0.830, -2.194, -2.679], [-0.642, -0.671, 0.820], [-1.904, -0.091, -0.984], [-1.488, -0.433, -3.225], [0.288, -0.476, -2.829], [-0.180, -2.632, -2.114], [-0.773, 2.030, 1.654], [-2.293, 2.510, 1.802], [-1.685, 1.776, 1.888], [1.996, -0.851, 1.148], [2.061, -0.731, 2.644], [2.507, -0.412, 1.851], [1.436, 2.442, 0.943], [1.568, 1.143, 1.764], [0.982, 1.915, 1.606]], "nbo_charge": [-0.68, 0.53, -0.61, 0.08, -0.72, 0.16, 0.40, 0.19, 0.18, 0.48, 0.50, 0.47, -0.99, 0.50, 0.47, -0.96, 0.48, 0.51, -0.99]}

Arrangement x

{"formula": "C2H11NO5", "method": "ωB97M-V with the def2-TZVPD basis set", "lumo_ev": 0.638, "charge": 0, "smiles": "O=CNCO.O.O.O", "spin_multiplicity": 1, "homo_energy_ev": -10.0, "elements": ["O", "C", "N", "C", "O", "H", "H", "H", "H", "H", "H", "H", "O", "H", "H", "O", "H", "H", "O"], "positions_angstrom": [[0.701, -1.547, -0.147], [-0.254, -0.994, -0.656], [-0.127, 0.003, -1.582], [1.119, 0.749, -1.654], [1.900, 0.410, -2.764], [-1.255, -1.309, -0.385], [-0.979, 0.423, -1.913], [0.902, 1.812, -1.722], [1.655, 0.581, -0.723], [2.114, -0.533, -2.725], [-0.794, 1.433, 3.236], [-0.503, 0.986, 1.799], [-1.071, 1.552, 2.327], [-2.712, 0.304, 1.501], [-3.491, -0.581, 0.321], [-2.679, -0.249, 0.716], [1.469, -0.543, 1.573], [1.287, -0.877, 3.034], [0.896, -0.350, 2.328]], "nbo_charge": [-0.66, 0.53, -0.64, 0.08, -0.71, 0.16, 0.40, 0.18, 0.17, 0.48, 0.47, 0.49, -0.97, 0.52, 0.48, -1.00, 0.49, 0.48, -0.97]}

Bottom line: arrangement w, by a margin of 51.9 kJ/mol.

Arrangement w

{"formula": "C4H12N4", "method": "ωB97M-V with the def2-TZVPD basis set", "lumo_ev": [0.894, 0.894], "charge": 0, "spin_multiplicity": 1, "homo_energy_ev": [-7.7, -7.7], "elements": ["C", "C", "C", "N", "N", "C", "N", "N", "H", "H", "H", "H", "H", "H", "H", "H", "H", "H", "H", "H"], "positions_angstrom": [[-0.060, 0.007, -0.470], [-2.839, -0.183, -0.323], [0.562, -1.101, -1.288], [1.976, 1.168, -0.062], [-1.682, -0.669, 0.399], [0.462, 0.333, 0.774], [2.995, 1.270, 0.866], [0.518, 0.318, 1.999], [1.605, 2.097, -0.247], [-1.596, -1.673, 0.250], [-0.458, 0.850, -1.029], [3.548, 0.420, 0.864], [2.659, 1.437, 1.818], [-0.319, -0.046, 2.451], [-2.929, 0.897, -0.173], [-2.827, -0.370, -1.411], [-3.762, -0.633, 0.067], [0.936, -1.896, -0.643], [-0.182, -1.518, -1.966], [1.392, -0.708, -1.874]], "nbo_charge": [-0.09, -0.43, -0.63, -0.55, -0.69, 0.47, -0.66, -0.64, 0.33, 0.33, 0.24, 0.34, 0.34, 0.40, 0.18, 0.16, 0.20, 0.22, 0.22, 0.25]}

Arrangement x

{"formula": "C4H12N4", "method": "ωB97M-V with the def2-TZVPD basis set", "lumo_ev": 1.044, "charge": 0, "smiles": "CN/C=C(\\N)N(C)N", "spin_multiplicity": 1, "homo_energy_ev": -7.6, "elements": ["C", "C", "N", "N", "C", "N", "N", "C", "H", "H", "H", "H", "H", "H", "H", "H", "H", "H", "H", "H"], "positions_angstrom": [[2.207, 0.811, -0.489], [-2.923, 1.255, -0.334], [1.581, -0.444, -0.102], [-2.118, 0.345, 0.451], [-0.032, -0.695, -0.181], [2.251, -1.201, 0.892], [-0.445, -1.982, -0.299], [-0.564, 0.367, 0.360], [-2.488, -0.606, 0.455], [2.594, -0.614, 1.652], [3.064, -1.693, 0.526], [0.338, -2.517, -0.670], [-0.962, -2.329, 0.499], [-0.190, 1.340, 0.640], [3.272, 0.661, -0.713], [1.719, 1.205, -1.386], [2.140, 1.568, 0.305], [-2.601, 2.286, -0.155], [-2.867, 1.056, -1.413], [-3.976, 1.185, -0.038]], "nbo_charge": [-0.42, -0.40, -0.35, -0.66, 0.31, -0.67, -0.84, -0.11, 0.35, 0.33, 0.34, 0.40, 0.39, 0.21, 0.20, 0.21, 0.16, 0.19, 0.16, 0.20]}

Bottom line: arrangement x, by a margin of 133.3 kJ/mol.

Arrangement w

{"formula": "C4H12N4", "method": "ωB97M-V with the def2-TZVPD basis set", "lumo_ev": 1.121, "charge": 0, "spin_multiplicity": 1, "homo_energy_ev": -8.1, "elements": ["C", "C", "C", "N", "N", "N", "C", "N", "H", "H", "H", "H", "H", "H", "H", "H", "H", "H", "H", "H"], "positions_angstrom": [[-0.779, -0.600, -0.054], [1.028, 1.180, 0.801], [0.937, 2.224, -0.272], [-0.886, 0.448, 0.876], [-1.386, -1.836, 0.433], [-1.230, -0.269, -1.386], [1.276, -1.886, -0.012], [0.708, -0.763, -0.167], [-1.459, 1.216, 0.545], [-2.346, -1.925, 0.124], [-1.306, -1.889, 1.443], [-2.163, 0.127, -1.392], [-1.027, -0.987, -2.072], [0.800, 1.517, 1.804], [2.005, 0.711, 0.856], [2.356, -1.920, 0.148], [0.707, -2.819, -0.009], [0.813, 1.757, -1.251], [1.859, 2.817, -0.294], [0.092, 2.897, -0.119]], "nbo_charge": [0.47, -0.09, -0.66, -0.72, -0.88, -0.87, -0.06, -0.40, 0.34, 0.37, 0.38, 0.37, 0.38, 0.19, 0.19, 0.17, 0.18, 0.24, 0.21, 0.20]}

Arrangement x

{"formula": "C4H12N4", "method": "ωB97M-V with the def2-TZVPD basis set", "lumo_ev": 0.538, "charge": 0, "smiles": "C=C(C)N.N=C(N)N", "spin_multiplicity": 1, "homo_energy_ev": -7.8, "elements": ["N", "C", "N", "N", "H", "H", "H", "H", "H", "C", "C", "C", "N", "H", "H", "H", "H", "H", "H", "H"], "positions_angstrom": [[0.994, 2.986, -1.029], [0.616, 1.855, -1.707], [1.594, 1.146, -2.471], [-0.579, 1.299, -1.600], [0.405, 3.215, -0.247], [1.995, 3.094, -0.842], [2.519, 1.054, -2.072], [1.244, 0.197, -2.698], [-1.188, 2.092, -1.345], [-0.694, -1.651, 2.556], [-0.656, -1.624, 1.028], [-1.462, -2.393, 0.283], [0.201, -0.700, 0.456], [-0.670, -0.581, 2.870], [0.225, -2.102, 2.959], [-1.557, -2.196, 2.931], [-1.417, -2.388, -0.819], [-2.142, -3.067, 0.730], [0.826, -0.249, 1.172], [-0.253, 0.014, -0.157]], "nbo_charge": [-0.83, 0.60, -0.83, -0.81, 0.40, 0.39, 0.37, 0.41, 0.33, -0.65, 0.19, -0.51, -0.87, 0.20, 0.21, 0.22, 0.20, 0.19, 0.35, 0.42]}

Bottom line: arrangement x, by a margin of 319.5 kJ/mol.